# 1
# C4H8ClN3

A structure of composition C4H8ClN3 at a distorted geometry (the ωB97M-V functional and the def2-TZVPD basis, OMol25).

The calculation puts the LUMO energy at 0.46 eV.

```
! wB97M-V def2-TZVPD RIJCOSX def2/J DEFGRID3
* xyz 0 1
Cl 1.692 -0.032 -1.921
N -0.882 -1.272 -0.007
N -1.864 0.205 -1.783
N 0.445 1.183 1.577
C 0.342 0.639 -0.818
C 0.300 -1.082 0.668
C -0.950 -0.184 -0.935
C 0.837 0.328 0.533
H -1.296 -2.254 -0.165
H 1.316 2.049 1.791
H -2.712 -0.375 -1.913
H 0.255 -1.134 1.780
H 1.991 0.291 0.493
H 0.068 1.661 -0.968
H -0.649 1.742 1.122
H 1.108 -1.765 0.544
*
```



# 2
# C4H8ClNO

A cluster of 2 separate species, C4H8ClNO in total at a distorted geometry (the ωB97M-V functional and the def2-TZVPD basis, OMol25).

The calculation puts the LUMO energy (alpha / beta) at 0.91 / -0.57 eV.

```
! wB97M-V def2-TZVPD RIJCOSX def2/J DEFGRID3
* xyz 0 3
Cl -2.053 -3.311 -1.736
O 0.780 0.776 1.950
N 0.955 0.411 -0.371
C -1.956 -1.690 -1.076
C 0.340 0.265 0.840
C -2.578 -0.742 -1.766
C 2.183 1.190 2.015
H 1.631 1.134 -0.549
H 2.114 1.763 2.890
H 2.928 0.390 1.967
H -1.432 -1.811 -0.172
H -2.668 0.241 -1.302
H 0.305 0.190 -1.137
H 2.423 1.978 1.191
H -2.971 -0.784 -2.745
*
```



Number 1: E_tot -781.5623 Ha. Number 2: E_tot -747.1653 Ha.